{"formula": "CH3NOS", "method": "ωB97M-V with the def2-TZVPD basis set", "orbital_gap_ev": [8.503, 8.882], "fmax_ev_per_a": 4.29, "e_tot_ev": -15452.3075, "de_lowest_kj_mol": 627.30, "charge": 0, "elements": ["C", "N", "O", "S", "H", "H", "H"], "coordinates": [[0.196, -0.691, -0.690], [-0.568, 1.553, -0.288], [1.146, 0.677, 1.489], [0.023, 0.482, 0.663], [-0.551, -1.371, -0.948], [0.709, -0.467, -1.532], [-0.955, -0.184, 1.306]], "forces_ev_per_angstrom": [[-1.188, 1.957, 3.096], [0.671, -1.919, 0.640], [1.094, 0.091, 1.347], [-1.288, -0.365, -4.071], [-1.588, -1.040, 0.436], [2.286, 1.301, -2.052], [0.013, -0.026, 0.604]]}